# 1
ORCA calculation (wB97M-V/def2-TZVPD) on a molecular structure, C16H30CrNOP.

Values from the calculation:
HOMO energy (spin up / spin down), hartree: -0.253 / -0.254
Calculated total energy, hartree: -2143.29105
Kohn-Sham gap (spin up / spin down), eV: 6.9 / 6.4

```
! RIJCOSX wB97M-V def2-TZVPD def2/J DEFGRID3
* xyz 0 5
C -0.501 1.452 -4.678
C -1.527 1.557 -3.734
C -1.389 1.156 -2.377
C -0.147 0.697 -1.920
C 0.827 0.502 -2.909
C 0.678 0.915 -4.230
C -2.597 1.416 -1.520
C -3.399 0.269 -0.786
N -2.893 -1.021 -0.581
Cr 0.700 0.620 0.143
C 2.133 -0.108 -2.500
P 1.827 -1.376 -1.195
H -2.466 1.975 -4.075
H 1.517 0.818 -4.952
H -0.652 1.786 -5.739
H 2.818 0.608 -2.039
H 2.699 -0.567 -3.316
H -2.313 2.171 -0.774
H -3.353 1.894 -2.155
H -3.609 0.694 0.205
C 3.451 -1.926 -0.568
C 1.130 -2.820 -2.106
H -4.331 0.126 -1.375
C -2.563 -1.893 -1.665
C -2.898 -1.559 0.753
H 1.386 -0.777 1.150
H -3.492 -2.439 -1.951
H -2.159 -1.340 -2.525
H -1.785 -2.617 -1.363
H -3.885 -2.059 0.914
H -2.087 -2.289 0.903
H -2.741 -0.752 1.490
H 1.899 -3.350 -2.688
H 0.745 -3.510 -1.338
H 0.333 -2.486 -2.787
H 4.105 -2.383 -1.335
H 3.997 -1.075 -0.133
H 3.279 -2.697 0.198
H 0.736 -1.150 0.966
C 0.418 1.693 3.034
C -0.494 2.298 1.975
C 0.220 3.270 1.040
O -0.908 1.215 1.119
H 1.276 1.207 2.528
H -0.108 0.928 3.623
H 0.783 2.475 3.701
H -1.187 2.931 2.555
H 1.046 2.738 0.506
H -0.472 3.674 0.284
H 0.650 4.083 1.623
*
```

***

# 2
ORCA calculation (wB97M-V/def2-TZVPD) on a molecular structure, C16H30F3MgNO17.

Values from the calculation:
HOMO energy, hartree: -0.305
Calculated total energy, hartree: -2461.26571
Kohn-Sham gap, eV: 8.7
ΔE to the lowest compared entry with this formula, charge and spin, kcal/mol: 8.80

```
! RIJCOSX wB97M-V def2-TZVPD def2/J DEFGRID3
* xyz 0 1
Mg -0.034 -0.470 -0.800
N -0.667 -0.530 -3.802
O -0.974 -1.330 -4.694
O -0.717 -0.923 -2.587
O -0.224 0.608 -4.056
C -2.606 -0.078 1.119
O -2.406 1.312 1.340
O -1.764 -0.526 0.185
C -2.454 -0.804 2.459
F -2.177 -2.111 2.334
F -1.472 -0.284 3.271
F -3.616 -0.664 3.169
C -3.465 2.060 1.919
C -3.045 3.514 1.954
H -2.246 3.702 2.672
H -2.755 3.888 0.970
H -3.877 4.172 2.220
H -3.667 1.684 2.923
H -4.369 1.987 1.304
H -3.611 -0.287 0.726
C 0.103 -5.467 1.297
O 0.398 -4.112 1.037
C 0.153 -3.595 -0.144
O 0.341 -2.442 -0.395
O -0.287 -4.495 -1.008
C -0.488 -4.062 -2.358
H -0.942 -5.740 1.123
H 0.362 -5.778 2.302
H 0.605 -6.126 0.582
H -1.102 -4.802 -2.858
H 0.465 -3.873 -2.848
H -1.024 -3.110 -2.366
C 0.441 4.695 0.369
O 0.635 3.338 -0.026
C -0.204 2.688 -0.816
O -0.088 1.522 -1.014
O -1.093 3.465 -1.361
C -2.124 2.815 -2.125
H 1.364 5.045 0.823
H -0.333 4.740 1.134
H 0.189 5.282 -0.511
H -1.681 2.189 -2.900
H -2.729 3.595 -2.575
H -2.731 2.178 -1.482
C 3.026 -1.866 1.769
O 2.559 -0.833 2.597
C 1.566 -0.035 2.222
O 0.981 -0.105 1.166
O 1.374 0.859 3.156
C 0.417 1.901 2.918
H 2.546 -2.807 2.037
H 4.103 -1.986 1.877
H 2.821 -1.694 0.710
H 0.252 2.391 3.874
H -0.480 1.528 2.430
H 0.929 2.638 2.294
C 3.551 1.456 -0.460
O 3.840 0.680 -1.619
C 2.949 -0.190 -1.995
O 1.964 -0.531 -1.381
O 3.373 -0.800 -3.092
C 2.579 -1.890 -3.545
H 2.609 1.998 -0.566
H 4.327 2.192 -0.280
H 3.436 0.784 0.391
H 3.081 -2.286 -4.423
H 1.564 -1.569 -3.771
H 2.547 -2.702 -2.815
*
```

***

# 3
ORCA calculation (wB97M-V/def2-TZVPD) on 10 unconnected molecules or ions with the total composition C16H30F3N7O23.

Values from the calculation:
HOMO energy, hartree: -0.391
SMILES: O=C1OC[C@@H](F)O1.O=C1OC[C@@H](F)O1.O=C1OC[C@@H](F)O1.C[N+](=O)[O-].C[N+](=O)[O-].C[N+](=O)[O-].C[N+](=O)[O-].C[N+](=O)[O-].C[N+](=O)[O-].C[N+](=O)[O-]
Calculated total energy, hartree: -3040.43941
Kohn-Sham gap, eV: 9.9
ΔE to the lowest compared entry with this formula, charge and spin, kcal/mol: 8.85

```
! RIJCOSX wB97M-V def2-TZVPD def2/J DEFGRID3
* xyz 0 1
O -5.372 -1.691 9.671
C -4.929 -2.450 8.879
O -5.295 -3.744 8.736
C -4.646 -4.309 7.593
C -3.669 -3.221 7.162
F -3.986 -2.809 5.885
O -3.891 -2.177 8.043
H -4.087 -5.155 7.997
H -5.281 -4.648 6.780
H -2.632 -3.545 7.101
O -11.389 1.756 7.984
C -11.553 2.403 8.974
O -11.574 3.747 9.029
C -12.117 4.140 10.272
C -11.992 2.871 11.134
F -13.032 2.712 11.983
O -11.996 1.872 10.146
H -11.501 4.909 10.734
H -13.167 4.431 10.215
H -11.119 2.923 11.785
O -11.370 -7.889 8.195
C -11.183 -6.771 7.906
O -10.291 -5.946 8.478
C -10.405 -4.655 7.894
C -11.255 -4.903 6.658
F -10.368 -5.001 5.584
O -11.853 -6.123 6.899
H -10.938 -4.028 8.617
H -9.505 -4.097 7.683
H -11.896 -4.079 6.359
C -8.214 0.710 6.137
N -6.856 0.658 6.715
O -6.133 -0.277 6.460
O -6.524 1.574 7.452
H -8.818 1.379 6.742
H -8.695 -0.266 6.213
H -8.188 0.986 5.088
C -7.039 1.359 14.428
N -7.862 0.912 13.269
O -8.805 0.183 13.461
O -7.540 1.345 12.183
H -5.988 1.337 14.160
H -7.169 0.648 15.237
H -7.388 2.365 14.638
C -6.607 3.604 10.013
N -7.936 3.590 9.390
O -8.877 3.113 10.008
O -8.010 3.983 8.249
H -6.634 3.091 10.965
H -6.261 4.635 10.094
H -5.845 3.156 9.379
C -9.128 -2.665 13.898
N -9.792 -3.971 13.624
O -10.641 -4.400 14.380
O -9.316 -4.621 12.704
H -8.068 -2.866 13.783
H -9.470 -2.268 14.841
H -9.387 -2.061 13.032
C -13.545 -3.901 10.660
N -14.142 -4.953 11.530
O -13.385 -5.748 12.021
O -15.321 -4.833 11.805
H -14.203 -3.052 10.531
H -13.334 -4.362 9.695
H -12.600 -3.602 11.100
C -9.509 -0.172 9.928
N -10.439 -1.149 9.304
O -10.232 -1.568 8.193
O -11.416 -1.445 9.970
H -8.565 -0.126 9.402
H -9.413 -0.442 10.974
H -10.099 0.743 9.928
C -13.382 0.197 6.456
N -12.737 -0.776 5.537
O -12.836 -0.534 4.349
O -12.162 -1.738 5.967
H -14.294 -0.296 6.786
H -13.631 1.084 5.890
H -12.656 0.414 7.235
*
```

***

# 4
ORCA calculation (wB97M-V/def2-TZVPD) on a molecular structure, C16H30ILuN4OSi.

Values from the calculation:
HOMO energy (spin up / spin down), hartree: 0.100 / 0.100
Calculated total energy, hartree: -2744.35335
Kohn-Sham gap (spin up / spin down), eV: 1.5 / 1.5

```
! RIJCOSX wB97M-V def2-TZVPD def2/J DEFGRID3
* xyz -2 1
C 1.567 0.008 -3.180
I -3.886 -1.558 -0.943
H 0.619 -0.367 -3.586
H 2.225 -0.803 -2.843
H 2.107 0.594 -3.932
C 0.038 3.214 1.239
C -1.235 2.799 1.126
N -1.278 1.813 0.129
C 0.059 1.584 -0.272
N 0.808 2.489 0.358
H 0.466 3.994 1.848
H -2.147 3.195 1.546
C 1.741 -2.438 0.713
C 0.845 -0.861 -0.580
N 1.894 -1.172 0.184
H 0.190 -3.939 0.365
N 0.045 -2.020 -0.666
H 2.478 -2.883 1.370
Lu -1.660 -0.509 -0.059
C 0.574 0.501 -1.132
O 1.320 0.936 -2.139
C 0.586 -2.944 0.250
C -0.492 -2.532 -1.943
H -1.600 -2.484 -1.939
H -0.192 -3.590 -2.027
H -0.069 -1.978 -2.796
C 3.026 -0.299 0.493
H 3.887 -0.929 0.728
H 2.802 0.320 1.372
H 3.273 0.324 -0.375
C 2.219 2.789 0.129
H 2.337 3.875 0.166
H 2.540 2.424 -0.844
H 2.836 2.361 0.922
C -2.410 1.897 -0.809
H -3.053 0.975 -0.804
H -2.053 2.124 -1.824
H -3.068 2.712 -0.469
C 0.540 -1.014 3.649
Si -1.296 -0.629 3.686
C -2.047 -1.551 5.138
C -1.403 1.204 4.064
C -2.057 -1.068 2.062
H 0.924 -1.104 4.674
H 1.094 -0.213 3.145
H 0.751 -1.948 3.118
H -1.406 -1.435 6.023
H -3.045 -1.165 5.382
H -2.147 -2.623 4.928
H -0.497 1.727 3.733
H -2.258 1.673 3.566
H -1.509 1.359 5.148
H -1.951 -2.170 1.877
H -3.162 -0.917 2.070
*
```

***

- Which value of calculated total energy does entry 4 give?
  -2744.35335 hartree

***

- What is the calculated total energy in the second record?
  -2461.26571 hartree

***

- Which formula does entry 4 have?
  C16H30ILuN4OSi

***

- The lowest calculated total energy belongs to which entry?
  C16H30F3N7O23